No. 1
Entry from the OMol25 dataset: C33H37N5S2Se2Sn as an isolated structure (ωB97M-V with the def2-TZVPD basis set).

Results
Max |F|: 0.0794 Eh/bohr
Gap between HOMO and LUMO (spin up / spin down): 1.2 / 1.6 eV
ΔE to the lowest compared entry with this formula, charge and spin: 10.96 kcal/mol
Charge: +4

Geometry as XYZ:
```
80
Properties=species:S:1:pos:R:3:forces:R:3
C -5.482784 -3.553019 3.940940 0.05 0.33 0.29
H 6.946095 4.887853 -6.435744 -0.26 0.55 0.03
H 8.456531 9.190428 -5.978591 0.48 1.35 -0.55
H 9.412607 4.884034 -1.916689 -1.40 -0.01 -0.50
H -8.650891 -3.243249 2.792992 0.64 0.30 -0.47
C 6.865946 5.761411 -5.759091 -0.48 -1.65 -0.46
C -1.239010 3.006958 2.732747 0.51 0.26 -0.69
H -0.494340 -5.287066 -0.722176 0.12 -0.35 0.11
C -2.830866 -4.158922 1.609239 -1.16 -0.28 -0.05
N -1.697094 -3.680327 -0.438679 -1.39 1.67 1.18
C -1.161311 -6.121884 -4.635370 -2.68 3.04 -0.49
H -4.072228 -4.177578 -4.757733 -0.08 -0.05 -0.31
H -0.007333 -3.769080 -1.482672 -0.13 -0.70 -0.20
C -0.860333 -4.444539 -1.298932 1.31 0.64 -0.04
N 0.031005 2.487114 3.089361 -0.15 -0.20 -0.73
H -2.932322 -2.924666 3.994643 -0.25 0.40 -0.34
H 4.457899 2.189380 4.682056 -0.22 -0.80 -0.60
H 3.989388 -1.289866 2.135778 -0.64 0.23 0.26
C -2.786637 3.661482 1.169838 0.98 0.52 -0.69
N -2.774637 -2.711245 1.937691 0.53 1.55 1.15
C -1.484734 -4.865831 -2.561212 -1.15 -0.82 -2.58
Se 8.000118 3.681756 -3.745974 -0.23 1.90 0.49
C -1.398470 -2.440324 -0.035520 -0.43 -0.55 0.39
H -7.395545 -4.473831 4.430139 -0.14 -0.38 0.22
C -0.733013 -5.801170 -3.356573 -0.74 -0.31 -0.56
C -2.212631 -1.827735 1.160238 0.76 -1.57 -1.12
C 4.264340 0.312799 3.467758 0.56 1.82 1.02
H -3.175710 -1.241772 3.594438 0.23 0.28 -0.79
C 7.845339 8.504305 -5.465622 -0.77 -0.78 -0.47
C -5.591741 -1.922963 2.103410 1.98 -1.04 1.99
Sn -0.518542 1.217679 0.253684 0.13 -0.08 -0.88
H -2.933337 -5.368393 -0.025823 0.29 0.01 -0.76
C 8.321083 4.570426 -2.006987 1.14 -1.34 1.06
H 7.310516 6.169308 -3.728023 0.44 -0.75 -0.19
H -7.447779 -1.671419 1.185091 -0.01 -0.27 0.20
H 5.219111 -0.087351 3.758676 0.22 -0.02 0.17
C -7.560605 -3.084444 2.807810 -0.49 -1.21 0.45
C -6.872584 -3.825231 3.761550 1.50 1.47 -0.21
H -4.903296 -3.995691 4.794200 -0.66 0.22 -1.02
C 2.594035 2.068588 3.622826 1.69 -0.90 -0.36
N -1.586192 3.127077 1.436729 0.15 -0.92 0.45
C -4.863641 -2.578277 3.139378 -0.74 0.01 -0.22
S -0.089985 -1.619439 -0.619889 0.45 0.91 0.12
H -2.061023 -4.820748 2.071413 -0.09 1.11 -0.18
H -2.498315 -5.512506 -6.319732 0.42 0.20 1.72
H 5.784340 5.879936 -5.490287 0.83 -0.13 -0.18
H 8.802834 5.845899 -4.616095 -0.55 -0.25 -0.30
C -2.233043 -5.347213 -5.221203 -1.67 -1.22 0.10
H -1.503249 3.355074 4.736757 0.03 0.05 1.19
H -3.798357 -4.566162 1.942313 0.26 0.51 0.41
C -3.165194 -4.629359 -4.397451 3.02 -0.32 0.53
H 8.474064 8.016113 -4.730187 -0.45 -0.03 0.35
H 6.855555 8.905635 -5.188755 0.66 0.23 0.57
H 7.559203 5.318275 -1.820800 0.22 0.36 -0.35
H -0.785248 -6.884249 -5.260495 1.02 -0.58 -0.32
H 8.201552 3.825612 -1.194397 0.06 0.02 -0.66
H -2.997940 3.942038 0.124857 0.01 -0.57 0.54
C 7.736718 5.536887 -4.536442 0.20 0.82 0.98
C -3.635190 4.022243 2.180324 -1.65 -0.11 0.91
H -5.084893 -1.161297 1.562345 0.15 0.50 -0.71
C -1.975689 3.443334 3.799349 -1.53 -0.22 -0.79
C -2.752368 -4.353362 -3.061012 2.78 -1.74 -1.12
C -3.300911 3.820609 3.531097 1.12 0.50 -1.11
H -3.832195 -3.878985 -0.283381 0.18 0.19 -0.08
Se 7.282035 7.294622 -6.859388 0.30 -0.17 0.03
H 0.180626 -6.386198 -3.163389 -0.41 0.77 1.21
H -3.996408 4.068029 4.300350 -0.30 0.12 0.45
C 3.862596 1.580478 3.971251 -0.50 -0.39 0.22
C 2.340516 0.109171 2.117942 -1.34 0.87 -0.06
S -2.262042 -0.151038 1.522496 -0.24 0.12 0.07
H -3.300393 -3.668926 -2.481324 -0.73 0.64 0.74
C -2.900987 -4.289966 0.109336 0.18 -0.63 1.05
N 0.578238 1.717723 2.275914 0.11 0.59 1.07
H -4.631149 4.396647 1.897437 0.59 -0.07 0.31
C -6.886186 -2.224251 1.940964 -2.42 0.63 -0.62
C 3.517307 -0.391990 2.558762 1.52 -1.08 -0.49
H 1.715411 -0.449266 1.409658 0.20 0.33 0.21
C 1.903702 1.324381 2.681169 -1.29 -0.84 -0.85
C -3.392971 -2.240128 3.246076 -0.37 -3.01 0.77
H 2.242635 2.997659 4.014615 -0.30 0.31 0.08
```
Positions in Å, forces in eV/Å.

***

No. 2
Entry from the OMol25 dataset: C33H38AsHfN12OS as an isolated structure (ωB97M-V with the def2-TZVPD basis set).

Results
Max |F|: 0.0215 Eh/bohr
Gap between HOMO and LUMO: 4.4 eV
ΔE to the lowest compared entry with this formula, charge and spin: 4.15 kcal/mol
Charge: +3

Geometry as XYZ:
```
87
Properties=species:S:1:pos:R:3:forces:R:3
N -5.372812 -4.705746 -0.498591 0.11 -0.27 0.48
C -3.386775 -5.411538 3.259892 0.00 -0.02 0.01
S 0.130937 3.162308 1.249768 0.32 -0.13 -0.12
H -0.311187 5.096292 -1.091798 0.01 0.00 0.00
H 2.491731 5.220709 -2.719384 0.07 0.02 0.00
H -6.386315 -3.739419 -2.749742 0.01 0.00 0.01
H -2.968549 -5.962168 5.282729 0.00 0.00 0.00
H -1.296218 -1.879906 -4.910566 -0.04 -0.04 0.00
C -3.209525 -2.577380 -2.590786 0.05 0.00 0.00
N -0.113748 0.082140 -1.403426 0.25 -0.11 -0.09
H -1.356070 4.011128 -2.034164 0.00 -0.01 0.01
C -4.278388 -1.849312 -4.617510 -0.05 -0.02 0.02
H 2.017887 -1.881504 1.617864 0.00 0.02 -0.02
C 5.697479 0.639795 -2.243720 0.07 0.07 0.09
H 3.510739 3.797949 -2.404472 0.01 0.00 0.00
N -0.995240 -0.870698 -3.150134 -0.02 -0.12 -0.02
C -4.373496 -3.236772 -2.217763 -0.12 -0.09 0.08
O -3.384888 -3.844326 -0.084472 -0.12 -0.18 -0.01
C 4.577964 0.133315 -2.880728 -0.13 -0.03 -0.02
H 6.417695 1.643781 -0.477693 0.00 0.00 0.00
C 4.083727 1.947149 0.903836 0.02 -0.09 -0.14
C -3.795349 -4.625997 0.955812 0.26 0.18 0.16
C 1.079298 -1.418863 1.881304 0.09 0.01 -0.10
C -4.432413 -3.963818 -0.948012 0.14 0.28 -0.15
C -3.160942 -1.885682 -3.790947 -0.03 -0.01 -0.08
C 4.308316 1.293639 -0.414497 0.01 0.26 0.29
H -4.250393 -1.310423 -5.557242 0.02 0.00 0.00
N -4.948867 -5.146980 0.765514 -0.24 0.10 -0.48
C 5.559080 1.237799 -0.991901 -0.02 -0.19 -0.13
C -0.996229 0.218687 -2.408632 -0.01 0.07 0.05
C 3.350784 0.238831 -2.251119 0.09 -0.03 -0.03
N 0.922315 3.515393 3.763068 -0.06 0.01 -0.07
H 1.101368 -1.665317 -0.972646 0.00 -0.02 -0.03
H -1.646311 1.061178 -2.585778 0.03 0.02 0.01
H -1.276433 0.700845 1.986418 -0.01 -0.01 0.02
C -0.607582 -0.136735 2.095895 0.04 0.04 0.00
C 1.312697 3.060050 2.587805 0.10 -0.01 0.19
H 0.469266 5.528153 5.523998 0.00 0.00 0.00
H -2.089884 -0.305723 -4.819607 -0.06 -0.02 -0.01
H 4.870614 2.884159 2.638908 0.00 0.00 0.00
C 0.310280 -3.255134 3.431498 0.06 0.23 -0.13
C -5.436322 -2.518531 -4.245616 0.02 0.00 0.02
N 2.836408 2.078781 1.242827 0.45 0.24 0.40
N 2.550724 2.609300 2.475153 -0.18 -0.07 -0.28
C -1.891154 -1.226857 -4.272383 0.23 0.09 0.12
C -0.395981 4.523711 -2.012387 0.04 0.03 -0.12
H -2.346438 -2.642774 -1.941630 -0.01 -0.01 -0.01
H -0.864516 -4.682974 5.393249 0.01 0.00 0.00
H 1.776068 1.934267 -4.177235 0.01 0.00 0.01
H -1.246197 5.195871 5.746457 0.00 0.00 -0.01
H 1.618255 3.451719 4.496790 -0.02 0.04 0.02
C -0.290045 4.747283 5.485588 -0.02 -0.01 0.02
H -1.148307 3.366090 4.057487 -0.03 0.02 0.01
C -1.731377 -4.031203 2.184003 0.04 0.03 0.03
C -0.373496 4.133499 4.101926 0.11 -0.03 -0.02
Hf 1.236118 1.368102 -0.037306 -1.03 -0.37 -0.20
H -0.062495 3.992031 6.238917 0.00 0.00 0.00
H 0.584988 -3.036193 4.461878 -0.03 -0.03 0.02
N 3.206295 0.798291 -1.037450 0.02 0.13 0.09
H 5.817707 3.140993 1.158618 -0.01 0.01 0.01
C 0.373329 -1.188909 -1.611272 0.17 -0.07 0.04
H 0.031331 2.280867 -4.213404 0.00 -0.01 -0.02
C 5.223023 2.420046 1.725223 0.02 -0.05 0.00
H -0.326158 5.191790 -2.870222 -0.05 0.04 0.03
C 1.013387 2.682983 -3.973050 0.00 0.07 -0.08
H 1.195583 3.556964 -4.597928 -0.01 -0.04 -0.05
H 4.642752 -0.343234 -3.848870 0.01 0.00 0.00
N -0.857141 -1.143961 2.872061 0.14 -0.10 0.00
C -1.435089 -4.701868 4.472776 -0.05 -0.03 -0.02
C -2.625452 -5.417982 4.413923 0.04 0.02 0.01
C 2.649253 4.368454 -2.059386 -0.02 0.04 -0.02
C -0.985854 -4.014501 3.354849 0.00 -0.01 0.01
H 1.141512 -3.776568 2.953361 -0.02 -0.06 0.04
H 6.672587 0.576352 -2.709562 -0.01 0.00 0.00
H 5.881746 1.583966 1.974403 0.00 0.01 0.01
H -4.332327 -5.934962 3.215387 0.00 0.00 -0.02
N 0.605438 -0.241542 1.435424 -0.05 0.12 0.00
H -1.397033 -3.493093 1.304506 -0.01 0.00 -0.01
N -0.111031 -1.776507 -2.662484 -0.28 0.15 -0.04
H -0.598128 4.895083 3.354670 -0.02 0.01 0.01
As 1.063317 3.262719 -2.131002 -0.08 -0.01 0.15
C -5.488810 -3.215144 -3.049013 -0.01 0.03 -0.04
H -6.303165 -2.493849 -4.891245 0.01 0.00 -0.01
H 2.820768 4.724519 -1.045120 -0.02 0.01 0.01
H 2.456480 -0.145821 -2.724538 -0.01 0.00 0.00
C -2.942374 -4.704680 2.143545 -0.14 -0.05 -0.05
N 0.217288 -1.952356 2.719069 -0.10 -0.04 0.11
```
Positions in Å, forces in eV/Å.